# 1
Formula: C13H18F12NaO21S4
Source: the Open Molecules 2025 dataset
Level of theory: ωB97M-V/def2-TZVPD

```
69
Properties=species:S:1:pos:R:3:forces:R:3
Na 0.7379 0.3772 -0.2318 0.4 1.0 0.3
C -2.9421 3.3725 -1.9760 0.6 -1.8 3.5
F -2.4284 3.7574 -3.0734 0.9 1.5 -2.9
F -3.9675 4.1745 -1.6255 0.0 0.3 -0.1
F -3.4664 2.1615 -2.1873 -0.7 -0.8 -0.3
S -1.6104 3.1848 -0.6157 1.0 3.5 1.4
O -2.3884 2.9740 0.5809 -0.6 -0.1 -0.3
O -0.7538 2.0867 -0.9644 -0.1 -1.2 -1.1
O -0.9190 4.4917 -0.6733 -1.4 -1.5 -0.5
C 4.6579 -0.8183 -2.2363 -2.1 1.7 -1.8
F 4.8591 -0.4850 -1.0106 1.6 1.2 1.8
F 5.8049 -1.1124 -2.9052 -0.4 0.6 0.4
F 3.9643 -1.9161 -2.1523 -1.1 -2.6 -0.6
S 3.4034 0.5149 -3.0480 -0.1 2.6 -3.9
O 2.2090 0.6479 -2.2170 1.0 -1.6 0.1
O 4.1509 1.7915 -3.1410 -0.1 -2.2 0.6
O 3.0840 0.0025 -4.4441 1.0 -0.1 3.0
C 4.8659 3.4690 0.7716 -3.8 1.2 2.0
F 5.4811 4.1635 1.8401 -0.6 -0.7 -1.4
F 5.1433 4.1022 -0.3348 1.3 0.2 -1.0
F 5.3040 2.2485 0.8278 1.4 -1.2 -0.5
S 2.8677 3.3710 0.9098 -1.1 1.6 2.8
O 2.3651 2.4473 -0.1014 1.1 0.4 0.3
O 2.7301 2.8871 2.3027 0.8 0.4 -2.0
O 2.4118 4.7788 0.7596 1.3 -1.8 -0.3
C -0.3540 -0.7620 4.4238 0.2 3.1 -1.2
F -0.6581 -0.3802 5.6867 0.2 -1.1 -0.3
F 0.8488 -1.3533 4.3846 -0.6 -0.8 0.5
F -1.3293 -1.5772 3.9581 0.7 -0.1 0.5
S -0.1832 0.8970 3.4154 1.5 4.6 0.1
O 0.9146 1.7291 3.9906 -1.1 -3.4 -0.3
O -0.0117 0.5084 2.0169 0.2 -1.3 0.7
O -1.3982 1.6492 3.6258 -1.3 -1.5 0.4
C -0.7649 -3.5054 1.0872 0.3 0.6 0.5
O 0.4457 -3.5436 1.8315 2.9 0.3 -0.6
C 1.5585 -2.8273 1.3796 -1.1 1.6 -0.1
O 1.4944 -1.7666 0.7550 0.6 -3.7 1.6
O 2.7282 -3.3859 1.8456 -0.7 -0.1 -0.5
C 2.8177 -4.7560 2.3420 -0.5 0.5 -0.1
H -0.9982 -2.4882 0.7725 -0.1 0.0 0.1
H -1.4160 -3.8746 1.8796 -0.7 0.0 -0.8
H -0.6615 -4.1280 0.1985 -0.3 -0.3 0.2
H 2.2690 -4.8831 3.2752 0.0 0.2 0.0
H 3.8720 -4.9808 2.5033 0.0 0.5 0.0
H 2.4666 -5.5099 1.6374 -0.3 0.3 -0.3
C -2.8656 -0.3979 1.0185 0.6 -0.7 -0.5
O -3.7967 0.4221 0.2782 -0.9 0.4 0.0
C -4.8478 0.9576 0.9119 1.5 -0.4 2.8
O -4.9627 0.9477 2.1194 -0.4 -0.1 -0.1
O -5.7395 1.4751 0.1089 -1.8 0.4 -2.3
C -6.7488 2.4704 0.5171 2.0 -0.2 0.4
H -2.0066 -0.4849 0.3532 -0.3 -0.1 -0.3
H -3.3135 -1.3806 1.1667 -0.2 -0.1 -0.1
H -2.3689 -0.1343 1.9523 -1.0 1.3 0.1
H -7.1302 2.3412 1.5300 0.4 -0.3 0.0
H -7.5989 2.5068 -0.1641 0.5 -0.5 -0.4
H -6.1459 3.3760 0.4495 -0.6 0.4 0.2
C -0.6824 0.3371 -4.0901 0.4 0.8 0.3
O -0.0156 -0.9178 -3.9528 -0.6 -0.3 0.5
C 0.0771 -1.5292 -2.7507 0.6 1.4 -2.9
O -0.2874 -1.0779 -1.7092 -0.2 -1.1 0.6
O 0.7452 -2.6541 -3.1003 -0.7 -0.9 0.3
C 0.7187 -3.7881 -2.2638 1.0 0.5 1.5
H -1.7409 0.2366 -4.3300 -0.1 -0.4 0.1
H -0.1933 0.8534 -4.9163 0.1 -0.2 0.0
H -0.5817 0.9759 -3.2126 0.1 -0.2 0.2
H 1.6392 -4.3470 -2.4321 0.0 0.1 -0.2
H -0.1187 -4.4839 -2.3151 -0.4 0.3 -0.7
H 0.7607 -3.4385 -1.2322 0.0 -0.1 0.1
```
Positions in Å, forces in eV/Å.

For the total energy, the calculation gives -5039.7243 Ha. For the LUMO energy, the calculation gives 0.1746 hartree. The value obtained for the energy above the lowest of the compared OMol25 structures with the same formula, charge and spin is 0.0 kJ/mol. Its charge is -3.


# 2
Formula: C13H18F3IN2O6Si
Source: the Open Molecules 2025 dataset
Level of theory: ωB97M-V/def2-TZVPD

```
44
Properties=species:S:1:pos:R:3:forces:R:3
N 4.1229 0.3349 0.3178 -0.4 0.6 0.1
C 3.0871 0.9208 -0.4502 0.2 -0.4 0.4
O 2.7982 0.4963 -1.5306 0.1 -0.1 -0.7
C 2.3852 2.1065 0.1610 -0.3 -0.2 -0.3
C 1.1343 2.5015 -0.6133 -0.1 -0.2 0.6
Si -0.4476 1.7075 -0.0658 -0.8 0.4 -0.7
I -2.1596 2.1482 -1.7447 0.3 -0.2 0.3
N -1.0525 2.3248 1.4533 0.3 -0.6 -0.6
C -0.2632 2.5389 2.3456 -0.4 0.3 -0.2
O 0.4567 2.8155 3.2009 0.6 0.1 0.9
C -0.3215 -0.2096 0.1368 -0.2 -0.1 0.1
F -1.5673 -0.7453 0.2607 0.6 0.0 0.0
F 0.3678 -0.5371 1.2713 -0.2 0.1 -0.2
F 0.2979 -0.8303 -0.8840 -0.3 0.1 0.2
H 4.0152 0.6050 1.2859 0.1 0.0 0.2
H 5.0047 0.7276 0.0135 0.4 -0.6 -0.2
H 3.1008 2.9139 0.1247 0.4 0.4 0.1
H 2.2052 1.9016 1.2073 0.0 0.0 0.4
H 0.9737 3.5668 -0.5356 -0.2 0.5 0.0
H 1.2724 2.2830 -1.6589 0.1 -0.1 -0.5
O 5.6972 -2.5169 1.2092 0.2 0.0 0.1
C 4.9842 -2.9604 0.3596 -0.2 0.0 0.1
O 5.0681 -2.5773 -0.9316 0.1 -0.1 -0.1
C 4.0241 -3.1886 -1.7078 -0.1 0.0 0.0
C 3.6202 -4.4331 -0.9220 0.0 0.1 0.1
C 3.8739 -3.9838 0.5180 0.0 -0.1 -0.4
H 3.2080 -2.4697 -1.8039 0.0 0.0 0.0
H 4.4174 -3.4109 -2.6961 0.1 0.0 0.0
H 2.5982 -4.7481 -1.1209 0.0 0.1 0.0
H 4.2844 -5.2608 -1.1731 0.0 0.0 0.0
H 3.0081 -3.4772 0.9468 0.0 0.0 0.1
H 4.1883 -4.7857 1.1784 0.0 0.1 0.1
O -4.8922 3.6088 -0.1010 0.0 0.2 0.0
C -5.5240 2.5981 -0.0772 0.0 -0.1 0.1
O -5.9124 1.9623 -1.2088 -0.1 -0.1 -0.1
C -6.7184 0.8146 -0.8895 0.0 0.0 0.0
C -6.3474 0.4514 0.5444 0.0 0.1 0.1
C -6.0078 1.8216 1.1336 0.0 -0.3 -0.2
H -7.7690 1.0961 -0.9878 0.0 0.0 0.0
H -6.4952 0.0290 -1.6062 0.0 0.0 -0.1
H -7.1397 -0.0792 1.0674 0.0 0.0 0.0
H -5.4585 -0.1799 0.5451 0.0 0.0 0.0
H -6.8853 2.3305 1.5348 0.0 0.0 0.0
H -5.2326 1.7888 1.8929 0.0 0.1 0.1
```
Positions in Å, forces in eV/Å.

For the total energy, the calculation gives -1954.0523 Ha. For the LUMO energy, the calculation gives 0.0155 hartree. Its charge is 0. Its structure (SMILES) is NC(=O)CC[Si@](I)(N=C=O)C(F)(F)F.O=C1CCCO1.O=C1CCCO1.


# 3
Formula: C13H18F5I2OOsP2
Source: the Open Molecules 2025 dataset
Level of theory: ωB97M-V/def2-TZVPD

```
42
Properties=species:S:1:pos:R:3:forces:R:3
I -0.0430 -2.7676 -3.1766 0.0 -0.2 0.7
I -0.0399 2.2047 -2.4118 0.0 0.7 1.5
Os 0.0000 0.0082 -0.8735 0.0 2.5 -3.5
P -2.2056 0.0000 -0.7634 -6.8 -0.4 -0.1
C -3.1476 -0.0443 -2.5014 1.6 0.1 1.1
C -2.9986 -1.3877 0.1422 0.9 0.3 -0.4
H -4.0660 -1.2149 0.2617 0.0 0.0 0.0
H -3.9707 1.3247 0.2735 -0.3 0.0 0.0
H -2.5076 -1.5049 1.1084 -0.2 -0.1 0.1
H -2.3456 1.7330 0.9264 -0.3 0.3 0.1
H -2.7908 -0.9892 -2.9720 -0.6 0.7 0.1
H -2.8043 -2.2707 -0.4636 -0.2 -0.3 0.2
C -2.9364 1.5211 0.0388 1.4 -1.0 -0.4
H -4.2530 -0.0080 -2.3332 1.0 0.0 -0.1
H -2.8065 2.2984 -0.6994 -0.2 0.5 0.0
H -2.7335 0.8505 -3.0354 -0.7 -0.8 0.2
P 2.2054 -0.0116 -0.7500 6.8 -0.5 -0.1
C 3.1586 -0.0602 -2.4841 -1.6 0.1 1.1
C 2.9446 1.5010 0.0534 -1.4 -1.0 -0.4
H 2.4928 -1.5257 1.1169 0.2 -0.1 0.1
H 4.0558 -1.2410 0.2758 0.0 0.0 0.0
H 2.7909 -2.2873 -0.4569 0.2 -0.3 0.2
C 2.9876 -1.4071 0.1525 -0.9 0.3 -0.4
H 2.3566 1.7173 0.9419 0.3 0.3 0.1
H 3.9787 1.3001 0.2874 0.3 0.0 0.0
H 4.2628 -0.0297 -2.3092 -1.0 0.0 -0.1
H 2.7558 0.8373 -3.0206 0.7 -0.8 0.2
H 2.8204 2.2824 -0.6822 0.2 0.5 0.0
H 2.8036 -1.0037 -2.9581 0.6 0.7 0.1
C 0.0309 -0.0093 -2.9549 0.1 -2.2 -9.7
O 0.0515 -0.1835 -4.2670 -0.1 1.0 10.3
F -0.0052 -2.3705 1.4677 0.0 2.1 0.5
C -0.0050 -1.1581 2.0876 0.0 -2.2 1.8
C -0.0040 0.0502 1.3264 0.0 -0.3 -0.6
C -0.0024 1.1972 2.0882 0.0 2.6 -0.7
F -0.0013 2.4245 1.4344 0.0 -1.8 0.8
C -0.0021 1.2798 3.4866 0.0 2.8 1.2
F 0.0002 2.4912 4.1529 0.0 -3.7 -2.0
C -0.0045 0.0469 4.2268 0.0 -2.2 2.3
F -0.0056 0.0416 5.5745 0.0 0.2 -3.3
C -0.0064 -1.2012 3.5014 0.0 -1.4 1.2
F -0.0105 -2.4339 4.1876 0.0 3.6 -1.9
```
Positions in Å, forces in eV/Å.

For the total energy, the calculation gives -2448.1426 Ha. For the LUMO energy (alpha / beta), the calculation gives -0.4817 / -0.5300 hartree. The value obtained for the energy above the lowest of the compared OMol25 structures with the same formula, charge and spin is 438.8 kJ/mol. Its charge is +3. As for the multiplicity: 5. Its expectation value of S² is 6.068.